DFT (the ωB97M-V functional and the def2-TZVPD basis) results for a 11-piece molecular cluster, C44H88O11 overall in a non-equilibrium geometry.

Properties
Net charge = 0
Energy relative to the best compared isomer or geometry (same formula, charge and spin) = 4.8747 eV
HOMO level = -9.303 eV

Each line ends with the Mulliken charge.
Element x y z (Å)
C 6.5525 -16.4276 24.6191  -0.356
C 5.2914 -16.3986 25.3975  -0.663
C 5.8581 -15.8062 26.6387  -0.278
O 6.6335 -14.7178 26.1916  -0.434
C 7.2529 -15.1447 25.0322  0.070
H 6.1682 -16.3958 23.5996  0.326
H 7.1784 -17.2781 24.8891  0.175
H 4.9362 -17.4150 25.5674  0.334
H 4.4194 -15.9439 24.9276  0.334
H 6.3582 -16.5454 27.2645  0.012
H 5.0183 -15.4670 27.2451  0.387
H 8.3329 -15.2371 25.1467  -0.237
H 7.1072 -14.3100 24.3465  0.285
C 12.9293 -15.7966 26.0775  0.140
C 13.1654 -16.9091 25.0445  0.497
C 12.2338 -18.0497 25.4618  0.251
O 11.1436 -17.3279 25.8878  -0.210
C 11.5229 -16.1253 26.5000  -0.066
H 12.9501 -14.7500 25.7738  0.308
H 13.7000 -15.7780 26.8480  -0.669
H 14.1880 -17.2838 25.0015  0.322
H 12.9582 -16.6053 24.0184  -0.329
H 12.5080 -18.5855 26.3705  -0.475
H 11.7610 -18.7043 24.7296  -0.232
H 11.5649 -16.2608 27.5807  0.065
H 10.9070 -15.3536 26.0383  0.137
C 12.2373 -12.9913 22.7574  0.005
C 11.3901 -11.7319 22.5553  -0.608
C 11.6982 -10.7363 23.6048  -0.350
O 12.8394 -11.2991 24.2728  -0.449
C 13.3485 -12.3956 23.6042  -0.465
H 12.5494 -13.6544 21.9506  0.344
H 11.6743 -13.6653 23.4031  -0.115
H 10.3262 -11.9340 22.6793  0.275
H 11.5221 -11.2771 21.5735  0.285
H 10.9690 -10.5773 24.3992  0.271
H 11.9494 -9.7545 23.2036  0.216
H 13.8566 -13.1649 24.1857  0.303
H 14.0849 -12.1200 22.8493  0.332
C 9.7398 -20.3077 22.7940  -0.052
C 10.9622 -20.5893 21.9419  0.946
C 10.4669 -21.3005 20.7481  -0.559
O 9.0493 -21.4068 20.9562  -0.454
C 8.5220 -20.5546 21.9394  -0.476
H 9.6495 -19.2625 23.0899  0.112
H 9.6236 -21.0507 23.5831  0.125
H 11.7534 -21.2088 22.3642  -0.175
H 11.4888 -19.6998 21.5963  -0.591
H 10.9213 -22.2763 20.5765  0.305
H 10.5283 -20.6898 19.8473  0.254
H 7.7136 -21.0841 22.4437  0.283
H 8.1377 -19.6228 21.5244  0.267
C 14.1869 -16.5120 21.2049  0.077
C 15.5787 -16.9347 21.0601  -0.760
C 15.6429 -18.3401 21.7078  -0.438
O 14.2913 -18.7792 21.7977  -0.201
C 13.4047 -17.8607 21.2481  -0.521
H 13.8650 -15.8571 20.3952  0.548
H 14.1421 -16.0132 22.1730  -0.264
H 16.1669 -16.2164 21.6311  0.338
H 15.7588 -16.9473 19.9852  0.256
H 15.9205 -18.2264 22.7557  0.156
H 16.3360 -19.0101 21.1991  0.360
H 12.4779 -17.8279 21.8209  0.172
H 13.2824 -18.1888 20.2159  0.396
C 15.3848 -17.4904 29.4271  0.570
C 14.6505 -18.5840 28.7240  1.006
C 15.4713 -19.7494 29.2377  -0.265
O 16.0446 -19.3486 30.5097  -0.523
C 15.5887 -17.9816 30.8479  -0.556
H 14.8229 -16.5622 29.5313  -0.214
H 16.2990 -17.2573 28.8811  -0.274
H 14.7000 -18.4694 27.6412  -0.546
H 13.5908 -18.6130 28.9777  -0.328
H 16.2039 -20.0233 28.4785  0.207
H 14.8496 -20.6336 29.3780  0.191
H 16.4183 -17.5412 31.4010  0.334
H 14.7185 -17.6579 31.4190  0.241
C 14.6094 -22.5810 24.5162  -0.806
C 15.1405 -21.2175 23.9589  0.240
C 15.6038 -20.5694 25.2121  -0.498
O 14.4073 -20.7101 25.9809  0.139
C 13.8061 -22.0300 25.6959  -0.476
H 15.4949 -23.1772 24.7364  0.378
H 13.9949 -23.0622 23.7553  0.324
H 14.3592 -20.6276 23.4797  -0.282
H 15.9226 -21.4390 23.2327  0.417
H 15.7046 -19.4841 25.2032  -0.003
H 16.3926 -20.9558 25.8575  0.254
H 12.7748 -21.7556 25.4741  0.224
H 13.8724 -22.5675 26.6419  0.274
C 17.7559 -13.7659 28.6998  -0.280
C 17.0339 -14.2868 27.4306  0.326
C 17.9127 -15.3719 26.8922  -0.444
O 19.2050 -15.2077 27.6025  -0.514
C 18.8605 -14.8427 28.9713  -0.506
H 17.1093 -13.5338 29.5460  -0.032
H 18.2652 -12.8457 28.4136  0.340
H 16.8349 -13.4495 26.7617  0.442
H 16.0272 -14.5831 27.7255  -0.407
H 18.0791 -15.1585 25.8363  0.314
H 17.5266 -16.3891 26.9564  0.202
H 19.6369 -14.4508 29.6284  0.425
H 18.4795 -15.6583 29.5858  0.151
C 11.1441 -21.1783 28.0185  0.740
C 11.4711 -21.4734 29.4671  -0.403
C 10.2863 -20.8760 30.2659  -0.571
O 9.5765 -20.1854 29.2204  -0.463
C 10.3147 -19.9134 28.0841  0.001
H 10.5384 -21.8872 27.4540  0.450
H 12.0415 -20.8966 27.4676  -0.803
H 12.4409 -21.0668 29.7540  -0.170
H 11.5103 -22.5620 29.5054  0.442
H 10.7199 -20.3504 31.1166  0.328
H 9.6833 -21.6948 30.6586  0.282
H 10.7708 -18.9300 28.1982  -0.124
H 9.6653 -19.8194 27.2137  0.249
C 7.9791 -17.1174 30.1724  -0.002
C 7.5431 -16.3999 31.4659  -0.651
C 7.9919 -15.0148 31.0361  -0.555
O 9.3018 -15.1705 30.5512  -0.424
C 9.3611 -16.4532 29.8784  0.139
H 7.2529 -16.9557 29.3757  -0.175
H 8.0485 -18.2045 30.2110  0.302
H 8.0524 -16.7171 32.3759  0.262
H 6.4757 -16.5495 31.6280  0.385
H 7.9007 -14.3879 31.9232  0.308
H 7.5363 -14.5134 30.1822  0.290
H 10.1408 -17.0883 30.2988  0.134
H 9.3942 -16.2886 28.8014  0.031
C 14.5711 -12.8745 30.4109  -0.374
C 13.2621 -13.4797 29.9094  -0.073
C 12.9625 -14.7034 30.7751  -0.012
O 14.2408 -14.9941 31.3854  -0.366
C 14.8444 -13.7266 31.6818  -0.596
H 14.2533 -11.8712 30.6946  0.390
H 15.3259 -12.8011 29.6280  0.134
H 13.2639 -13.8496 28.8841  -0.280
H 12.3905 -12.8470 30.0771  0.415
H 12.6003 -15.5947 30.2627  -0.131
H 12.2292 -14.4873 31.5521  0.404
H 15.8932 -13.9818 31.8330  0.313
H 14.4434 -13.3555 32.6250  0.283

Force components x, y, z for each atom (eV/Å):
-0.012 0.303 -1.908
-0.402 -1.980 0.885
-2.404 0.842 1.377
-0.345 -0.126 2.032
0.627 0.846 -1.531
1.201 -0.402 -0.534
-0.217 -0.171 -0.415
0.076 -0.216 0.200
0.418 0.843 0.116
0.653 -0.081 -0.237
0.265 0.616 0.378
0.156 -0.343 0.212
0.043 -0.155 -0.566
0.905 -0.057 -0.540
1.558 -0.808 -0.909
-0.248 0.569 0.613
-2.966 1.015 0.379
0.258 0.111 0.279
0.120 -0.159 -0.893
-0.201 -0.672 0.403
0.296 0.226 0.165
-0.368 0.109 0.028
1.189 -0.636 -0.371
1.040 -0.304 -0.409
-0.957 0.472 0.248
-0.617 0.057 1.039
-0.918 -0.127 1.828
-1.959 -0.524 -1.910
1.619 0.060 1.265
0.481 0.427 1.423
0.889 -0.890 -2.159
0.084 0.768 -0.459
-0.275 -0.109 0.164
-0.097 -0.377 -0.553
0.047 -0.173 -0.113
-0.342 -0.197 -0.255
0.141 0.058 -0.088
-0.271 0.392 0.831
0.618 0.622 0.046
-0.586 0.339 1.020
1.582 0.576 0.191
-2.043 0.432 -1.088
-0.888 -1.831 -1.316
1.101 -0.281 -0.801
0.541 -0.189 0.861
0.558 0.525 0.567
-0.212 0.144 0.775
-0.206 0.213 0.355
-0.348 -0.083 0.007
0.633 -0.099 -0.248
0.022 0.087 0.056
-0.155 0.109 -0.315
-2.153 -0.231 0.965
1.230 -0.663 -0.344
-0.356 1.412 0.606
0.384 -1.358 0.607
0.792 1.220 -1.034
-0.180 0.073 0.229
-0.710 0.237 -0.012
0.688 -0.183 -0.625
0.882 -0.121 0.123
0.665 -0.110 0.011
-0.387 -0.280 -0.069
0.030 -0.051 -0.134
-0.876 0.183 -0.283
-0.435 2.626 0.592
0.089 0.048 -0.252
-0.825 -0.559 0.367
-1.146 -0.040 0.533
1.893 -0.339 -2.038
-0.108 0.243 -0.502
0.285 -0.120 0.271
0.046 -0.164 -0.032
-0.045 -0.177 0.304
0.607 0.130 0.400
0.022 -0.151 0.200
0.196 0.083 -0.295
-0.646 -1.522 0.324
-0.394 1.537 -0.695
1.225 -1.614 -0.938
-1.542 1.281 1.379
-0.777 -0.707 0.793
0.859 1.225 0.664
-0.350 -0.226 0.399
0.008 -0.240 0.214
0.074 0.047 0.124
0.089 0.237 -0.171
0.441 0.102 -0.545
0.639 -0.556 -0.820
-0.094 -0.640 -0.228
-0.172 -0.418 -0.197
0.894 -0.299 -0.117
-1.332 0.918 1.580
1.516 0.601 -0.189
-0.790 -0.581 0.693
-1.642 0.936 -0.735
0.073 -0.291 -0.071
0.125 0.071 0.225
0.429 -0.141 -0.317
-0.049 -0.606 -0.059
0.499 -0.284 0.007
0.031 -0.034 0.455
0.736 0.180 -0.989
-0.384 -0.582 -0.490
1.251 2.006 -1.249
-0.142 -1.169 -0.318
1.209 -1.139 -1.857
-2.583 0.682 2.807
0.055 -0.327 0.081
0.298 -0.415 0.382
0.228 -0.659 -0.252
-0.070 0.032 -0.015
0.222 -0.037 0.689
-0.570 0.967 -0.162
-0.430 0.312 -0.093
0.885 -0.047 -0.115
-0.324 -0.045 0.134
0.639 -0.843 0.478
-0.606 -0.405 -1.844
-0.378 0.640 0.824
1.467 -0.823 0.336
-1.967 0.036 0.181
0.006 0.499 0.037
0.281 -0.044 0.292
0.296 0.031 -0.182
-0.067 0.375 0.021
0.712 0.584 -0.190
-1.391 -0.322 0.286
0.333 0.304 -0.258
0.743 -0.063 -0.016
-1.369 0.592 0.967
-1.403 -1.131 -0.411
1.128 -0.125 0.882
-0.528 -0.097 0.079
0.615 -1.171 -1.154
0.733 0.284 0.081
0.061 -0.302 0.448
0.211 0.528 -0.216
0.232 0.453 -0.553
0.237 0.022 -0.206
-0.068 0.132 0.163
0.120 0.332 0.057
-0.203 0.481 -0.153